[1]
This record from the Open Molecules 2025 dataset describes a molecular structure, BrPd. The level of theory is wB97M-V/def2-TZVPD.

Geometry as XYZ:
```
2
Properties=species:S:1:pos:R:3
Br -0.16640 -0.81614 0.38130
Pd 0.16640 0.81614 -0.38130
```

LUMO level (alpha / beta), eV: -6.03 / -9.08
Spin multiplicity: 3
Calculated total energy, Eh: -2701.38916
Total charge: +1

From a natural (NBO) analysis of the wavefunction, the atomic charges in e read: 0.38 0.62

[2]
This record from the Open Molecules 2025 dataset describes a molecular structure, BrPt. The level of theory is wB97M-V/def2-TZVPD.

Geometry as XYZ:
```
2
Properties=species:S:1:pos:R:3
Pt -26.14397 17.12775 4.52243
Br -26.71318 19.56612 4.41624
```

LUMO level (alpha / beta), eV: -8.08 / -9.78
Spin multiplicity: 3
Calculated total energy, Eh: -2692.87891
Total charge: +1

From a natural (NBO) analysis of the wavefunction, the atomic charges in e read: 0.98 0.02

[3]
This record from the Open Molecules 2025 dataset describes 20 unconnected molecules or ions with the total composition C102H210N20. The level of theory is wB97M-V/def2-TZVPD.

Geometry as XYZ:
```
332
Properties=species:S:1:pos:R:3
H -2.58355 -0.42821 10.26273
H -3.58476 -1.27921 -9.00310
H -4.75892 -3.08326 0.99701
H 3.19376 -4.53346 1.67032
H -2.11736 0.62122 -4.28793
C 5.88199 -0.33115 -2.33222
C 3.14301 4.46900 1.57899
C 10.18685 4.48481 1.26487
N 3.77940 5.65773 1.83652
C -3.12621 -1.57636 -6.46802
H 3.30122 -2.75410 1.57126
N 2.05706 -3.20140 -3.37057
H 0.80277 0.98495 8.32187
H -5.54084 -4.02844 -4.08525
C 3.80052 6.09514 -3.16792
H 3.31764 3.66684 5.48639
H 6.10549 4.00908 0.28112
C -0.22291 0.89710 -0.44025
H 2.16989 -2.67201 3.77574
C -5.09583 1.54955 -1.73116
H 6.48869 -1.30385 -4.18086
H 2.39401 1.08862 5.07900
C -4.69882 3.61651 2.10002
N -8.62074 0.57193 1.25073
H -1.61914 -5.60801 1.66326
H -2.31198 4.51739 -0.23770
H 0.88693 -2.73010 -1.64843
H 2.74556 6.33066 -3.02760
H -6.10438 -8.35386 -5.23711
C -0.14403 -4.29113 4.99403
H 5.00339 0.37251 -5.36316
H 1.34737 1.72351 -6.50415
H 4.52640 -0.28553 5.85919
C 7.67305 1.65434 0.78997
H -3.50708 4.00736 -3.07540
H -9.62643 -1.35128 3.52315
H -6.12547 6.87563 0.34213
C 0.46409 2.60558 6.21899
H 8.35393 1.78144 -0.05167
H -2.46927 -0.30964 6.19971
C 1.61454 4.44849 -5.96869
C 5.08537 5.54161 1.41280
C 10.52909 2.91058 4.61269
C 3.21260 1.06919 3.15696
H -3.83123 6.07392 -0.09187
H 0.10237 6.07013 -1.22235
H -0.68383 4.56903 1.52096
N 3.62248 5.92709 -5.66686
H 3.83693 -4.05371 -1.41368
N 3.17692 0.79852 4.51069
H -6.37716 5.09832 -0.15346
H -4.45133 -0.79731 8.77500
H -6.91775 1.79618 1.01579
C 3.20313 -2.50149 -2.79219
N -4.51106 -6.42232 -2.87392
C -1.02655 -6.18885 0.97199
C -5.02074 1.07633 -3.03316
H -7.46188 -3.56949 2.89471
H 0.75424 -6.10771 5.05672
H -1.71376 -6.47587 -2.63716
H 2.42024 -5.71199 6.93308
C 1.45925 0.73395 7.48873
H -4.30443 4.06226 3.01318
C -9.96891 0.81946 1.38912
H -0.15260 3.48616 -1.71920
H 1.61001 1.75888 -1.12292
H -2.06434 -5.09311 -6.95897
C 4.47837 1.05911 -3.27447
H -0.58748 7.45626 -3.49779
C 4.09234 7.85216 -7.22422
C 5.18542 4.39152 0.69779
H -0.59279 -2.08950 1.17233
C -2.39004 -0.73383 9.23450
C -3.60935 -1.48505 8.69628
H -1.12205 -4.86403 -8.37764
H -1.87834 -1.22668 -8.84259
N 9.27047 2.55317 2.55902
H 1.92941 6.42021 -6.79546
C 5.13420 0.00677 3.73276
H -6.20928 -8.32170 -3.49566
H 1.56567 3.98867 -4.98164
C -3.65033 -7.36469 -2.19996
H -2.59865 0.33853 -1.00613
H 3.78872 -3.93251 4.88210
C -0.29793 -5.72538 -0.10126
H 3.41070 6.49181 2.27065
H 2.35547 2.97195 8.36744
C -2.55874 -4.09222 8.07853
C 2.63699 2.78811 7.33059
H 9.22996 4.66337 0.77439
H -0.40858 1.56772 0.39874
N 7.80806 4.69123 -2.11001
H -0.35414 -3.37452 4.44288
H 1.01195 -3.06739 -5.28440
H 3.42110 -6.21072 5.54889
H 7.80695 0.60120 1.03713
H -2.37092 2.96825 0.72471
C 3.53293 -3.00771 -1.37411
C -4.38993 5.63240 0.73337
H -2.39098 -2.49407 0.11014
H -5.60016 1.06000 -0.91117
C 3.26511 -3.61008 2.24512
C -4.84393 -2.55601 1.94721
H 6.50914 -0.88109 -1.64619
H 3.74218 1.82882 -3.45331
H 7.60632 3.61203 1.70914
H -7.39713 -2.67293 -1.60894
C -1.16830 -4.59076 -7.32347
H 0.88147 -1.28218 0.85221
H 2.81241 -3.32694 -6.69967
H -0.84538 3.29976 -4.12697
H 3.94159 -3.48189 -5.34982
H 4.12851 -5.11834 6.68529
H -4.13182 0.04926 6.61222
H -1.67414 -3.44660 -9.91063
N 5.93866 -0.61900 -3.68231
H 5.79135 6.30785 1.69717
H -2.76931 0.08719 0.66411
H -2.31252 -2.14244 -1.57212
C -3.85933 -1.17644 4.94559
H -9.94634 -2.66399 2.47335
H 0.20159 -4.86524 -2.79122
H -4.04556 -1.54069 -4.42728
C -4.32203 2.13642 2.21056
C 0.13727 -7.84860 0.10193
H 2.09125 0.62182 -4.04162
H 1.67639 -0.89441 5.99914
H -5.77620 3.77268 2.15444
H -7.29870 -2.12087 3.83718
C -0.66374 1.44344 -5.79145
H 0.29933 3.54289 6.75040
C -7.56545 -2.62556 0.56236
H 3.53004 7.95013 -5.10677
H 9.93416 5.12172 -1.98716
C -0.73969 -7.52212 1.10339
H 3.13670 7.90927 -7.74536
C 9.26672 3.08006 -2.60349
C -0.88875 5.44921 -4.26987
H -4.69050 -1.88113 4.97173
H 2.11277 4.62453 6.24348
H -4.14814 6.31563 1.54752
H -0.21076 -4.93315 -6.93104
H 6.14834 -0.34422 3.61133
H -0.54842 -3.83854 -4.05866
C -3.96567 3.04925 -2.88016
H -4.17355 -6.59171 -4.99117
C -7.31816 -1.88808 -0.85669
N 2.14197 -4.72810 4.10738
H -3.98843 -3.11219 -5.17006
H 7.20448 2.37850 2.77927
N -3.46445 -1.91563 7.28396
C -3.45110 -0.75961 6.34678
C -0.28723 4.32280 -2.38877
H -1.87545 5.75825 1.75129
H -0.63221 1.31936 -1.35800
N -0.05113 0.64390 -3.82569
H -2.46609 -2.44360 -4.63238
H 0.69431 4.36790 -6.54728
H -4.09801 -1.23911 -6.82852
H -8.76372 3.79458 0.79668
H -9.52299 -3.04382 4.06624
H -5.77409 -0.92557 2.80678
C 1.95442 -2.82135 -4.79521
C -2.72706 -1.77240 -0.63440
C 0.92161 -0.44010 6.64103
H 4.02521 -2.63924 -3.49456
H 0.71445 -8.72574 -0.15084
C -2.61873 -2.90415 -9.87052
H 3.73850 4.61982 6.98200
H 4.25171 7.08688 -3.19910
C 2.15539 5.91368 -5.85713
H -1.06587 -8.20755 1.87163
C 3.17958 -5.38770 6.22151
H 1.89920 0.88583 0.29570
H 2.37361 0.39481 7.97559
H 10.57722 3.25189 5.64676
H -4.98502 1.55905 2.85492
H -0.13280 0.25439 -2.89740
H 6.62413 1.78429 0.52358
C 0.80989 -5.25327 4.38223
H 2.07808 -1.75559 -4.98745
H -5.13265 -3.29839 2.69127
C 7.91168 2.60144 1.98035
C -5.91608 5.82082 0.51996
C 2.99092 4.01806 6.46517
C -2.62714 4.02691 0.68328
N 1.68510 1.90931 6.62861
C 0.53108 2.88724 4.66514
H -1.77030 -4.79901 7.81986
H 10.17544 2.56427 -2.87661
H -3.46718 -3.58842 -9.87168
C -5.15024 -4.04317 -3.06775
C -1.12621 0.87627 -4.63285
C 9.22460 3.23678 3.89694
H -3.82727 -2.26664 2.21324
H -10.63720 0.03410 1.71008
H -2.50343 -3.79434 9.12558
H -2.70222 -2.48002 -10.87115
H 0.00175 -0.24960 6.08816
H -4.92144 -2.98862 -2.91392
H -1.11435 -2.88602 -5.99199
H -2.22616 0.23590 8.76454
H -3.16286 -4.96589 -3.45609
H -1.67011 -8.16259 -2.15973
H 1.56792 6.43696 -5.10271
H 7.56611 1.60072 -3.10754
H 2.64564 -3.06327 -0.74345
N -4.47071 2.74822 -1.63970
H -1.34345 -2.52258 7.06935
H 5.97861 3.54725 -2.45933
H -0.37428 3.44876 4.43466
H -4.13628 1.95074 -4.78366
H 3.75934 2.74641 0.44622
C -5.51590 -8.21605 -4.33003
H 1.36516 3.48133 4.29167
H -1.14771 -3.73627 -2.39203
H -8.20057 -0.33768 1.37784
H 2.27861 -3.49005 5.80133
C -10.20847 2.19186 1.17487
C 2.85323 -4.28115 5.31960
H -0.20706 -4.72559 -0.49946
H -3.65539 -4.86808 -1.82741
H 0.22196 -3.94459 5.96050
C -0.26449 -3.90413 -3.00834
N -7.27527 -1.75907 1.75681
H 8.40779 2.87409 4.52094
C 7.96254 2.52900 -2.72343
H 7.38028 5.56885 -1.85138
H -5.46036 0.15143 -3.37623
N -2.69360 -2.60044 -7.47072
C 7.05854 3.53713 -2.45201
H -3.94792 -2.31622 9.31485
H -6.47596 5.56403 1.41923
H 4.18087 -3.52241 2.82975
H 4.82008 0.74233 1.65407
H 3.00007 -1.43087 -2.76654
H -4.19963 -0.33068 4.34811
C 1.27035 0.86815 -0.59442
H 1.08955 -3.48316 2.69257
C -9.26852 -2.34833 3.26646
H -1.37169 -0.69101 2.65408
H -5.98309 -4.35545 -2.43772
C -0.19481 5.68524 -2.18669
C 4.32615 0.07366 4.86055
H -2.45805 -3.34174 6.13052
H 10.85125 1.86934 4.62409
H 2.72130 -4.68760 -5.57623
H 10.36373 2.38042 0.85185
H 5.16151 7.36810 -5.44218
H 3.71915 4.23372 -4.26813
C 4.98147 0.69956 -2.05880
H -8.59990 -2.96695 0.52399
H -1.47853 -1.33127 9.25239
H 1.53581 -0.06620 -1.08903
H 4.10340 5.59225 -2.24952
H -6.93644 -3.51404 0.61772
H -1.16967 5.53029 -5.30954
H -8.17830 -1.24880 -1.05563
H 3.58634 2.28335 7.50959
C 4.12864 7.34744 -5.78981
H 10.15102 5.07703 2.17925
C -3.43273 -2.18073 -5.06202
H 9.08434 4.29546 3.67870
C -2.28339 -0.33972 -0.21324
H -2.43376 -0.73689 -6.53048
H 11.37060 3.41898 4.14207
H 4.81987 1.09349 -1.06627
C -0.17547 -1.09151 1.03828
H -1.08639 -4.81942 5.13884
H 0.41001 -1.86760 -3.07232
H -4.40180 1.63441 1.24634
C -8.95319 2.74845 0.98671
H -3.50467 -7.17149 -1.13715
C -7.98957 1.77448 1.14668
C 0.78809 -2.83066 -2.72927
C 4.43778 0.65799 2.66061
H 0.29816 -0.69335 3.17318
H -1.20464 1.91632 -6.59781
H -3.30311 1.91578 2.52871
H -6.39608 -1.30865 -0.90295
H 5.18103 5.10962 -4.45369
H -11.16425 2.64997 1.38232
H 0.35500 -5.65203 3.47549
H -3.03306 -1.66566 4.42980
H 11.23645 2.86403 2.23631
C -1.73389 4.67825 1.79215
H -3.48268 -4.61443 7.83008
C 4.00301 3.73366 0.81006
H -5.53097 -0.82265 0.95611
C -4.92701 -6.77976 -4.22629
H -4.70855 -8.94836 -4.32920
H -3.80039 -1.80462 -0.82151
H 0.54215 1.94804 4.11208
H -0.31962 0.69607 2.26323
C -0.36552 -0.38828 2.36414
H 2.46978 1.63664 2.61600
H -5.83474 -6.26653 -4.54366
C 2.90302 -3.61557 -5.65249
C 9.14967 4.40478 -2.17949
C 5.04764 0.24136 -4.29207
C -2.22308 -7.43279 -2.75111
N -4.09790 4.19142 0.90678
H -0.55830 -2.53741 -7.59312
H 2.09842 4.32018 1.80941
C 2.05804 -3.58003 3.18322
H -2.12582 -7.70518 -3.80204
H -0.45937 2.04054 6.34566
C -4.04249 -5.08376 -2.82327
N 0.43720 -6.73752 -0.63276
H 11.02196 4.67974 0.59204
C -4.30264 1.98573 -3.71713
H 4.26236 -2.38571 -0.85531
C -0.54901 6.39118 -3.32308
C 10.29153 3.03487 1.72051
H -4.09113 -8.35975 -2.26043
H 4.49280 8.86588 -7.21305
C -7.76506 -2.52340 2.93797
N -0.80522 -0.38961 -0.10928
N -0.73927 4.20331 -3.68829
C -1.33400 -3.07065 -7.04354
C -5.87866 -1.38394 1.82339
H 0.66797 -1.12858 7.44711
C -2.72687 -1.90572 -8.75895
H 4.82472 7.22085 -7.72736
H -1.92162 4.34400 2.81251
C 0.72243 1.38616 -5.69049
C 4.10009 5.24437 -4.41502
C 1.14609 0.93352 -4.46104
H -4.42600 3.36354 -0.84002
H 1.08978 -6.78872 -1.40193
C -2.36885 -2.88901 7.11803
H 2.34073 3.85340 -6.52243
```

LUMO level, eV: 0.37
Calculated total energy, Eh: -5107.19414
Total charge: 0

Mulliken population analysis, charges in e, atoms 1 to 99: 0.52 0.46 0.27 0.27 -0.03 -1.28 -1.77 -0.75 0.07 -1.07 0.08 0.02 0.47 0.41 -0.73 0.13 0.39 0.14 -0.69 -0.35 0.20 -0.64 -1.01 0.22 0.79 0.67 -0.42 0.21 0.47 -0.32 0.57 0.58 0.59 -0.23 0.54 0.29 0.46 -1.28 0.16 -0.29 -1.17 -1.62 -1.33 -0.60 0.46 0.54 0.31 0.22 0.40 1.28 0.28 0.47 0.42 0.59 0.24 -0.62 -0.70 0.44 0.60 -0.12 0.32 -1.50 0.28 -0.53 0.18 0.72 0.19 -0.21 0.55 -1.25 -0.07 0.27 -0.88 -0.94 0.43 0.23 0.19 0.37 -1.84 0.37 -0.07 -0.73 -0.16 0.35 -0.16 0.20 0.48 -1.64 -0.89 -0.01 -0.36 0.16 0.09 -0.73 0.37 0.48 -0.73 -1.13 -0.82